Record 1
Entry from OMol25: a structure of composition C7CuF21O21S7 (ωB97M-V with the def2-TZVPD basis set).

The geometry in XYZ format:
```
57
Properties=species:S:1:pos:R:3
Cu 0.5165 -0.0992 0.0175
C -3.2152 -2.8293 -1.5212
F -3.9727 -3.0540 -2.5586
F -3.7916 -1.9353 -0.7426
F -2.9811 -4.0055 -0.8972
S -1.5805 -1.9359 -2.1189
O -0.8461 -2.9723 -2.8809
O -1.9542 -0.7645 -2.9707
O -0.8782 -1.4787 -0.8979
C 1.0288 4.1178 -2.5278
F 1.1007 5.1325 -1.6891
F 0.7106 4.6104 -3.6700
F 2.2557 3.5064 -2.5722
S -0.2804 2.8342 -1.9810
O -0.7651 1.9785 -3.0887
O 0.3098 1.9710 -0.9450
O -1.3559 3.7511 -1.5221
C -4.1929 0.2098 1.4296
F -3.8159 -1.0829 1.5333
F -5.0610 0.4299 0.4780
F -4.7374 0.5928 2.6596
S -2.6290 1.3174 1.0506
O -2.0430 1.8668 2.2783
O -1.6499 0.5056 0.3730
O -3.1080 2.3762 0.1464
C -1.3131 -1.7755 4.3745
F -0.9637 -3.0054 4.0192
F -2.4564 -1.4664 3.7788
F -1.3854 -1.6070 5.7042
S 0.0135 -0.5073 3.6930
O 0.0479 -0.6193 2.2053
O -0.4500 0.8436 4.1128
O 1.2555 -0.8630 4.3751
C 2.9323 3.7570 1.3089
F 4.0263 3.2934 0.6607
F 3.3641 4.5450 2.3104
F 2.0851 4.3291 0.5138
S 1.9580 2.2578 2.1017
O 2.6742 1.7601 3.2986
O 0.6242 2.7921 2.4595
O 1.8300 1.2058 1.0726
C 0.8698 -4.1787 1.4579
F 0.9607 -5.5189 1.2443
F -0.3770 -3.7336 1.1863
F 1.1801 -3.8646 2.6807
S 2.0892 -3.2365 0.2366
O 1.6708 -1.8005 0.3096
O 3.4002 -3.4918 0.7894
O 1.8558 -3.8177 -1.0643
C 2.8785 0.5393 -4.0547
F 3.5314 0.8160 -2.9390
F 2.3164 1.6059 -4.6468
F 3.6879 -0.0456 -4.8721
S 1.4115 -0.6414 -3.5403
O 1.1641 -0.4011 -2.0974
O 0.2268 -0.1741 -4.2292
O 1.8274 -2.0397 -3.8323
```

Properties
LUMO energy (alpha / beta) = 9.9 / 9.9 eV
Spin multiplicity = 2
Total charge = -5
Gap between HOMO and LUMO (alpha / beta) = 5.76 / 5.76 eV

---

Record 2
Entry from OMol25: an isolated molecule of C7H10 (ωB97M-V with the def2-TZVPD basis set).

The geometry in XYZ format:
```
17
Properties=species:S:1:pos:R:3
C -1.6195 1.1395 -0.8850
C -0.4345 0.3466 -0.3704
C -0.1614 -1.0529 1.2923
C 1.1700 -0.4268 0.8555
C 0.6240 0.9606 0.5359
C 1.3198 -1.0766 -0.4922
C 0.2804 -0.6114 -1.2174
H -1.2964 2.0408 -1.4373
H -2.2550 0.5547 -1.5618
H -2.2332 1.4877 -0.0504
H -0.5108 -1.9691 0.8166
H -0.3035 -1.1043 2.3972
H 2.0072 -0.5089 1.5550
H 1.3226 1.6488 0.0341
H 0.1812 1.4502 1.4098
H 1.9875 -1.9029 -0.7049
H -0.0783 -0.9760 -2.1772
```

Properties
LUMO energy = 0.8 eV
Gap between HOMO and LUMO = 8.66 eV

---

Record 3
Entry from OMol25: a structure of composition C7H10 (ωB97M-V with the def2-TZVPD basis set).

The geometry in XYZ format:
```
17
Properties=species:S:1:pos:R:3
C -0.8753 -1.2600 -0.6673
C 0.4966 -1.0955 0.0371
C 1.1266 0.0082 -0.8176
C 0.0494 1.0713 -0.4852
C 0.3065 1.2822 1.0140
C -0.1777 -0.1730 1.1205
C -1.1318 0.1153 -0.0576
H -0.8432 -1.3560 -1.7617
H -1.5382 -2.0232 -0.2511
H 1.0968 -1.9625 0.3159
H 1.2093 -0.2660 -1.8740
H 2.1123 0.3176 -0.4528
H -0.0664 1.9073 -1.1809
H 1.3048 1.5916 1.3396
H -0.4540 1.9460 1.4443
H -0.5127 -0.6201 2.0573
H -2.1029 0.5167 0.2195
```

Properties
LUMO energy = 1.2 eV
Gap between HOMO and LUMO = 11.07 eV

---

Record 4
Entry from OMol25: a cluster of 2 separate species, C7H10 in total (ωB97M-V with the def2-TZVPD basis set).

The geometry in XYZ format:
```
17
Properties=species:S:1:pos:R:3
C -0.9564 0.6002 1.2674
C -0.5228 1.3562 0.0715
C 0.5104 0.9459 1.0841
C 1.2573 0.0773 0.0195
C 0.8698 -1.4341 -0.1289
C -0.2103 -1.0303 -1.1631
C -0.0043 0.4109 -0.9728
H -1.4899 1.1907 2.0046
H -1.3246 -0.4135 1.1404
H -0.8567 2.3560 -0.1908
H 1.0112 1.5526 1.8422
H 2.3191 0.3217 -0.0613
H 0.4549 -1.8935 0.7732
H 1.6846 -2.0735 -0.4972
H 0.0382 -1.3311 -2.1909
H -1.3215 -1.0983 -1.1416
H -1.4589 0.4628 -1.8560
```

Properties
LUMO energy (alpha / beta) = -0.1 / 0.1 eV
Gap between HOMO and LUMO (alpha / beta) = 8.03 / 8.45 eV

---

Record 5
Entry from OMol25: an isolated molecule of C7H10 (ωB97M-V with the def2-TZVPD basis set).

The geometry in XYZ format:
```
17
Properties=species:S:1:pos:R:3
C 1.5437 -0.7553 -0.3119
C 1.1043 0.6645 0.1512
C 0.0253 0.9792 -0.9058
C -0.9028 -0.2057 -0.5570
C -1.6061 0.2134 0.7255
C 0.3650 -0.1087 1.2398
C 0.1278 -1.1496 0.1407
H 1.8297 -0.8735 -1.3612
H 2.2990 -1.2040 0.3450
H 1.8175 1.4545 0.3972
H 0.4252 0.9391 -1.9279
H -0.4643 1.9527 -0.7675
H -1.5326 -0.5702 -1.3829
H -2.1230 1.1839 0.7484
H -2.2010 -0.5748 1.2057
H -0.5263 0.2337 1.9163
H -0.1815 -2.1790 0.3444
```

Properties
LUMO energy = 0.9 eV
Gap between HOMO and LUMO = 8.80 eV

---

Record 6
Entry from OMol25: an isolated molecule of C7H10 (ωB97M-V with the def2-TZVPD basis set).

The geometry in XYZ format:
```
17
Properties=species:S:1:pos:R:3
C 1.6143 -1.1423 -0.1281
C 0.3579 -0.3236 -0.0044
C -1.0595 -0.9343 -0.0744
C -1.5222 0.4714 -0.4625
C -0.6506 1.5010 0.2474
C 0.2813 0.7157 1.1442
C -0.1497 0.8001 -0.9825
H 1.7253 -1.7940 0.7477
H 1.6204 -1.7682 -1.0265
H 2.4897 -0.4829 -0.1623
H -1.4337 -1.4729 0.8077
H -1.1594 -1.5788 -0.9562
H -2.4560 0.7839 -0.9189
H -0.9687 2.5331 0.3616
H -0.0947 0.3785 2.1191
H 1.2472 1.2185 1.2659
H 0.1584 1.0949 -1.9778
```

Properties
LUMO energy = 1.1 eV
Gap between HOMO and LUMO = 10.38 eV
SMILES = C[C@]12C[C@@H]3[C@H](C1)[C@@H]32

---

Record 7
Entry from OMol25: a structure of composition C7H10 (ωB97M-V with the def2-TZVPD basis set).

The geometry in XYZ format:
```
17
Properties=species:S:1:pos:R:3
C -1.2599 1.1016 -0.2426
C -0.7310 -0.1943 -0.8957
C 0.7783 0.1725 -1.1411
C 1.0964 0.2431 0.3379
C 0.8098 -1.2116 0.7882
C -0.6436 -0.8292 0.5495
C -0.3256 0.6538 0.8966
H -1.0863 2.0290 -0.7950
H -2.3059 1.0772 0.1031
H -1.0210 -0.6437 -1.8251
H 0.8888 1.1157 -1.6989
H 1.4055 -0.5715 -1.6738
H 2.0003 0.7600 0.6496
H 1.2428 -2.0319 0.2002
H 1.0095 -1.3676 1.8499
H -1.4946 -1.3655 0.9904
H -0.3637 1.0624 1.9067
```

Properties
LUMO energy = 1.2 eV
Gap between HOMO and LUMO = 11.27 eV

---

Record 8
Entry from OMol25: an isolated molecule of C7H10 (ωB97M-V with the def2-TZVPD basis set).

The geometry in XYZ format:
```
17
Properties=species:S:1:pos:R:3
C -1.2092 0.4528 0.6954
C -1.5331 0.3295 -0.8053
C -0.4786 0.2930 -1.8382
C 0.8038 -0.3098 -1.3721
C 1.0452 -0.7020 0.0788
C 1.3697 0.3397 1.1090
C 0.0233 -0.3278 1.1250
H -2.0770 0.1181 1.2747
H -1.0850 1.5174 0.9310
H -1.9310 -0.6882 -1.0256
H -2.3510 1.0030 -1.0875
H 0.8783 -1.2009 -2.0197
H 1.6119 0.3272 -1.7665
H 1.5375 -1.6629 0.2136
H 1.4079 1.3773 0.7792
H 2.0832 0.0952 1.8913
H -0.1380 -1.0551 1.9177
```

Properties
LUMO energy = 0.5 eV
Gap between HOMO and LUMO = 8.45 eV

---

Record 9
Entry from OMol25: an isolated molecule of C7H10 (ωB97M-V with the def2-TZVPD basis set).

The geometry in XYZ format:
```
17
Properties=species:S:1:pos:R:3
C -1.7604 0.5290 -0.1324
C -1.0873 -0.7832 -0.4071
C 0.3542 -0.8057 -0.8128
C 1.2207 0.4497 -0.8870
C 1.4230 0.7869 0.5768
C 0.4780 0.2399 1.3494
C 0.0494 -1.0099 0.6351
H -2.8362 0.4036 0.0726
H -1.0861 0.8957 0.7859
H -1.6224 1.3239 -0.8742
H -1.6722 -1.6794 -0.6060
H 0.6776 -1.6535 -1.4042
H 0.7519 1.3032 -1.4080
H 2.1476 0.2288 -1.4204
H 2.2881 1.3119 0.9534
H 0.3705 0.3913 2.4198
H 0.3036 -1.9321 1.1591
```

Properties
LUMO energy = 1.1 eV
Gap between HOMO and LUMO = 9.79 eV
SMILES = C[C@@H]1[C@@H]2C=CC[C@H]12

---

Record 10
Entry from OMol25: an isolated molecule of C7H10 (ωB97M-V with the def2-TZVPD basis set).

The geometry in XYZ format:
```
17
Properties=species:S:1:pos:R:3
C -1.7859 0.4594 -0.2857
C -1.1257 -0.8681 0.0462
C 0.2910 -1.2894 -0.2575
C 1.3791 1.2553 -0.9971
C 1.3040 1.0323 0.3138
C 1.0425 -0.3415 0.8214
C -0.1426 -1.1531 1.1301
H -2.1288 0.4723 -1.3299
H -2.6637 0.6080 0.3514
H -1.1104 1.3021 -0.1532
H -1.8673 -1.6733 0.0995
H 0.7814 -1.7958 -1.0724
H 1.5842 2.2380 -1.4031
H 1.2078 0.4481 -1.7082
H 1.5793 1.8255 1.0073
H 1.8629 -0.6399 1.5131
H -0.2079 -1.8798 1.9240
```

Properties
LUMO energy = 1.2 eV
Gap between HOMO and LUMO = 9.88 eV
SMILES = C=C[C@H]1[C@H]2[C@@H](C)[C@@H]12

---

Record 11
Entry from OMol25: an isolated molecule of C7H10 (ωB97M-V with the def2-TZVPD basis set).

The geometry in XYZ format:
```
17
Properties=species:S:1:pos:R:3
C -1.9729 -0.3289 -0.0685
C -1.4305 0.9355 -0.6824
C -0.5003 -0.0780 -0.0724
C 0.5746 -0.8702 -0.8359
C 1.5685 -0.5792 0.2830
C 1.6334 0.8543 0.6842
C 0.4493 0.0462 1.1065
H -2.3620 -1.1058 -0.7217
H -2.5110 -0.2215 0.8714
H -1.4333 0.9980 -1.7698
H -1.6325 1.8827 -0.1862
H 0.2992 -1.9298 -0.8427
H 0.8617 -0.5425 -1.8375
H 2.2690 -1.2907 0.7114
H 1.4816 1.5841 -0.1074
H 2.3531 1.1474 1.4421
H 0.3521 -0.5015 2.0259
```

Properties
LUMO energy = 1.2 eV
Gap between HOMO and LUMO = 10.27 eV
SMILES = C1[C@@H]2CC3(CC3)[C@H]12

---

Record 12
Entry from OMol25: an isolated molecule of C7H10 (ωB97M-V with the def2-TZVPD basis set).

The geometry in XYZ format:
```
17
Properties=species:S:1:pos:R:3
C 0.5755 1.6465 0.3835
C -0.0083 1.0114 -0.8566
C 0.7731 0.0377 -1.6898
C -0.4502 -0.4283 -0.9432
C -0.2765 -1.4751 0.1524
C -0.7915 -1.1608 1.4952
C -1.1301 -1.0087 2.6419
H 1.1619 2.5334 0.1138
H -0.2125 1.9580 1.0773
H 1.2356 0.9569 0.9194
H -0.6379 1.6885 -1.4323
H 0.7635 0.1063 -2.7739
H 1.7217 -0.2884 -1.2695
H -1.3447 -0.5782 -1.5434
H 0.7858 -1.7210 0.2646
H -0.7457 -2.4027 -0.2011
H -1.4200 -0.8757 3.6618
```

Properties
LUMO energy = 1.1 eV
Gap between HOMO and LUMO = 10.88 eV
SMILES = C#CC[C@@H]1C[C@@H]1C

---

Repeat the eleventh record exactly.
Entry from OMol25: an isolated molecule of C7H10 (ωB97M-V with the def2-TZVPD basis set).

The geometry in XYZ format:
```
17
Properties=species:S:1:pos:R:3
C -1.9729 -0.3289 -0.0685
C -1.4305 0.9355 -0.6824
C -0.5003 -0.0780 -0.0724
C 0.5746 -0.8702 -0.8359
C 1.5685 -0.5792 0.2830
C 1.6334 0.8543 0.6842
C 0.4493 0.0462 1.1065
H -2.3620 -1.1058 -0.7217
H -2.5110 -0.2215 0.8714
H -1.4333 0.9980 -1.7698
H -1.6325 1.8827 -0.1862
H 0.2992 -1.9298 -0.8427
H 0.8617 -0.5425 -1.8375
H 2.2690 -1.2907 0.7114
H 1.4816 1.5841 -0.1074
H 2.3531 1.1474 1.4421
H 0.3521 -0.5015 2.0259
```

Properties
LUMO energy = 1.2 eV
Gap between HOMO and LUMO = 10.27 eV
SMILES = C1[C@@H]2CC3(CC3)[C@H]12